1.
Formula: C25H47I2O38PS8
Source: OMol25
Level of theory: wB97M-V/def2-TZVPD

Cartesian coordinates (Å):
O: -0.583724 -0.697591 4.967477
C: -0.454344 -0.880556 3.801642
O: 0.661653 -0.668814 3.083149
C: 0.174880 -0.149015 1.821097
C: 1.280655 -0.153779 0.789890
C: 1.019862 0.752313 -0.420749
C: 1.416166 2.210022 -0.181672
I: -0.214748 3.497028 0.304901
C: -1.179793 -0.913964 1.635333
C: -2.192119 0.039122 0.959565
C: -3.675945 0.204633 1.399389
C: -4.115158 -0.168671 2.810151
I: -4.808770 -2.171119 3.067145
P: -1.042032 -2.520122 0.747021
O: -2.202672 -3.391557 0.870441
O: 0.276436 -3.221259 1.337055
O: -0.668730 -2.067533 -0.745818
O: -1.437467 -1.348378 2.993412
H: -0.075322 0.898449 2.025637
H: 2.165084 0.222621 1.312209
H: 1.547274 -1.154421 0.457018
H: -0.025133 0.698552 -0.731688
H: 1.616540 0.371521 -1.252222
H: 1.870047 2.661150 -1.058052
H: 2.117215 2.320202 0.640050
H: -1.751502 1.036192 0.965467
H: -2.200127 -0.258268 -0.091701
H: -4.314746 -0.316336 0.688705
H: -3.901553 1.264550 1.267063
H: -3.344556 -0.010307 3.557306
H: -4.982885 0.421048 3.090981
H: 1.069740 -3.016440 0.829008
H: -0.810542 -2.806837 -1.355299
C: -3.184565 0.627260 -3.938306
C: -3.850751 1.939351 -4.299259
O: -4.855036 2.096412 -3.277000
S: -4.339467 1.495765 -1.900566
O: -3.785667 2.516529 -1.081687
O: -5.334419 0.621149 -1.394707
O: -3.124664 0.655635 -2.500478
H: -3.775095 -0.238756 -4.241611
H: -2.172338 0.527584 -4.317620
H: -4.332739 1.926237 -5.271531
H: -3.152570 2.775601 -4.234285
C: -0.854492 1.411123 -8.892410
C: -0.260173 0.998059 -7.560567
O: -1.423674 0.740528 -6.740610
S: -2.571340 0.104860 -7.639636
O: -2.511861 -1.307759 -7.507948
O: -3.781207 0.803938 -7.384628
O: -1.978222 0.517742 -9.047768
H: -1.217809 2.439047 -8.887996
H: -0.175047 1.254994 -9.724987
H: 0.331763 1.777107 -7.089885
H: 0.308651 0.075079 -7.659737
C: 2.454289 -5.502096 2.064843
C: 2.891889 -6.351010 3.241769
O: 3.888272 -7.218798 2.677487
S: 4.705979 -6.456062 1.542674
O: 5.908523 -5.922296 2.073617
O: 4.724943 -7.272031 0.383944
O: 3.675739 -5.249532 1.350542
H: 1.765987 -6.041409 1.412789
H: 2.015208 -4.556420 2.363943
H: 2.090820 -6.955593 3.655816
H: 3.351065 -5.750766 4.028717
C: 3.840074 3.923994 4.315337
C: 2.730828 4.943139 4.166564
O: 3.176396 5.771467 3.072322
S: 3.979038 4.899603 2.021134
O: 3.119471 4.487348 0.965192
O: 5.205565 5.549009 1.731399
O: 4.221949 3.631253 2.956806
H: 4.703277 4.332757 4.841802
H: 3.514912 3.004918 4.793848
H: 2.572652 5.543816 5.054348
H: 1.788883 4.468675 3.882977
C: 4.643402 -2.210306 -6.510740
C: 3.849727 -1.143947 -5.781594
O: 3.558074 -0.177678 -6.811739
S: 3.350075 -0.918907 -8.206696
O: 1.958654 -1.122836 -8.433672
O: 4.140051 -0.271712 -9.187489
O: 3.983328 -2.308541 -7.786658
H: 5.678979 -1.911057 -6.673392
H: 4.605089 -3.180714 -6.025149
H: 4.411111 -0.651577 -4.993508
H: 2.911375 -1.536393 -5.387186
C: 0.147043 9.023797 7.600514
C: 0.218026 8.113117 8.811325
O: 0.076418 6.796860 8.248363
S: 0.762525 6.737478 6.817374
O: 2.079668 6.213950 6.952594
O: -0.145031 6.172358 5.887674
O: 0.881913 8.306190 6.592786
H: -0.877341 9.164209 7.254567
H: 0.623153 9.986890 7.757900
H: -0.587427 8.274857 9.520984
H: 1.182145 8.179308 9.316800
C: -3.400457 -1.031126 6.521484
C: -2.316662 -1.318130 7.538435
O: -3.045595 -1.547916 8.757657
S: -4.438510 -2.255264 8.433863
O: -4.327648 -3.659270 8.613564
O: -5.463126 -1.525949 9.091800
O: -4.450369 -1.950419 6.873825
H: -3.780844 -0.011582 6.609254
H: -3.083692 -1.224843 5.504057
H: -1.637233 -0.485344 7.685402
H: -1.753215 -2.216678 7.283678
C: -0.136504 -4.847795 -7.459174
C: -1.113956 -4.215270 -6.489838
O: -0.783280 -4.824782 -5.228159
S: 0.782671 -5.093892 -5.149657
O: 1.426147 -4.027382 -4.461561
O: 0.988332 -6.435736 -4.745116
O: 1.086001 -4.924857 -6.704337
H: -0.439729 -5.854705 -7.748327
H: 0.037488 -4.242434 -8.344004
H: -2.153569 -4.423843 -6.722004
H: -0.965983 -3.138037 -6.412478

Atoms 1-2, force components in eV/Å:
O 0.077 -0.277 0.335
C -0.015 -0.388 -0.120

DFT total energy = -216660.1337 eV
Highest occupied orbital energy = -8.772 eV
SMILES = O=C1O[C@@H](CCCI)[C@@](CCCI)(P(=O)(O)O)O1.O=S1(=O)OCCO1.O=S1(=O)OCCO1.O=S1(=O)OCCO1.O=S1(=O)OCCO1.O=S1(=O)OCCO1.O=S1(=O)OCCO1.O=S1(=O)OCCO1.O=S1(=O)OCCO1
M = 1496.93 Da
LUMO energy = -0.405 eV

---

2.
Formula: C25H47N8O8PS
Source: OMol25
Level of theory: wB97M-V/def2-TZVPD

Cartesian coordinates (Å):
O: -1.869593 5.309575 -0.337678
N: -2.015035 4.223941 0.042734
O: -0.996290 3.340635 -0.466710
C: -1.554095 2.586294 -1.558532
C: -1.403104 1.066043 -1.383844
C: -0.844786 0.599609 -2.770600
O: -1.168783 1.031258 -3.837386
N: 0.103788 -0.408606 -2.597762
C: 0.038935 -0.808287 -1.176874
P: -1.244190 -2.144944 -1.101482
S: -0.824464 -3.542149 0.204586
C: -0.292239 0.522372 -0.481153
C: -0.454600 0.438560 1.023126
C: -1.298582 1.263688 1.760846
C: -1.340775 1.119697 3.147669
N: -0.617141 0.229949 3.831142
C: 0.157693 -0.572057 3.105887
C: 0.278757 -0.519435 1.726038
H: -1.100792 2.944571 -2.475270
H: -2.616535 2.818682 -1.627996
H: -2.366223 0.563658 -1.352057
H: 1.038739 -0.167724 -2.911154
H: 0.960764 -1.273562 -0.853162
H: -2.489702 -1.564616 -0.849785
H: -1.340565 -2.703455 -2.378962
H: 0.571023 1.143886 -0.740477
H: -1.909961 1.999017 1.278523
H: -1.980175 1.775545 3.720636
H: 0.729056 -1.319769 3.641656
H: 0.928627 -1.210052 1.220202
C: -3.961161 4.078226 2.859002
O: -3.030370 3.316385 3.057153
N: -5.028133 4.193630 3.666296
C: -6.111319 5.115196 3.387148
C: -5.089271 3.362139 4.858103
H: -4.000001 4.744319 1.982555
H: -6.214017 5.834127 4.202082
H: -7.051123 4.570479 3.277403
H: -5.909523 5.656409 2.465417
H: -4.231875 3.564369 5.500333
H: -5.063315 2.307820 4.581402
H: -6.007041 3.572800 5.400680
C: 3.623853 0.633389 -4.456107
O: 2.777481 0.686652 -3.576541
N: 3.600213 -0.214689 -5.488287
C: 4.643533 -0.229599 -6.500069
C: 2.490161 -1.150665 -5.592889
H: 4.495453 1.303376 -4.464603
H: 4.213806 -0.019799 -7.481012
H: 5.124735 -1.207948 -6.525603
H: 5.398620 0.521150 -6.276325
H: 1.546191 -0.608294 -5.658443
H: 2.453622 -1.789664 -4.709914
H: 2.618362 -1.765574 -6.479115
C: 7.491688 1.285587 -4.096676
O: 8.005133 0.809891 -5.091798
N: 8.011567 1.236855 -2.859211
C: 7.338695 1.823172 -1.715854
C: 9.290171 0.571365 -2.669693
H: 6.525089 1.815235 -4.137228
H: 7.967432 2.591584 -1.262233
H: 7.125600 1.055706 -0.969801
H: 6.400500 2.276772 -2.028252
H: 10.057753 1.055488 -3.273694
H: 9.220531 -0.470490 -2.982725
H: 9.570160 0.617449 -1.620739
C: -5.153145 -2.202252 -1.914939
O: -4.183846 -2.919058 -1.746234
N: -6.153906 -2.068063 -1.028179
C: -7.290306 -1.202427 -1.269008
C: -6.081663 -2.824980 0.213367
H: -5.288383 -1.592539 -2.824946
H: -7.351926 -0.436372 -0.493313
H: -8.214695 -1.783159 -1.264271
H: -7.187738 -0.715110 -2.236293
H: -5.180819 -2.556616 0.765657
H: -6.038678 -3.892495 -0.001582
H: -6.958039 -2.610138 0.819341
C: 1.239129 -4.481700 4.435965
O: 1.804815 -4.991043 3.490675
N: 1.739189 -4.422433 5.688303
C: 1.017272 -3.795314 6.776097
C: 3.043406 -5.007927 5.941786
H: 0.245342 -4.010311 4.343739
H: 1.597344 -2.966767 7.188109
H: 0.825211 -4.519979 7.570725
H: 0.066154 -3.409783 6.415456
H: 3.798479 -4.527701 5.318483
H: 3.032049 -6.070852 5.698310
H: 3.301804 -4.878156 6.989832

Atoms 1-2, force components in eV/Å:
O 0.253 0.020 0.263
N -0.422 -0.001 -0.249

DFT total energy = -75108.8851 eV
Highest occupied orbital energy = -7.740 eV
SMILES = O=NOC[C@H]1C(=O)N[C@H]([PH2]=S)[C@@H]1c1ccncc1.CN(C)C=O.CN(C)C=O.CN(C)C=O.CN(C)C=O.CN(C)C=O
M = 650.74 Da
LUMO energy = -0.152 eV

---

3.
Formula: C25H48AuBNP2
Source: OMol25
Level of theory: wB97M-V/def2-TZVPD

Cartesian coordinates (Å):
Au: 1.016092 -0.173458 -0.589970
C: -2.318462 1.699845 0.846551
C: -2.650478 0.773276 -0.181030
C: -2.549976 -0.358594 1.819342
C: -2.276249 0.998943 2.082281
C: -2.813024 -0.501211 0.430825
C: -2.166026 3.159937 0.651548
H: -1.771257 3.395654 -0.345272
H: -1.463931 3.582837 1.383421
H: -3.128570 3.689426 0.770692
C: -2.019133 1.552725 3.430282
H: -1.871393 2.637971 3.390364
H: -1.135594 1.083653 3.890615
H: -2.872916 1.349247 4.094252
C: -2.624868 -1.449567 2.815601
H: -3.664901 -1.664980 3.117342
H: -2.030515 -1.202156 3.704840
H: -2.225421 -2.378389 2.385601
C: -3.283434 -1.707920 -0.278209
H: -4.381041 -1.683968 -0.397693
H: -3.021567 -2.622817 0.267942
H: -2.850500 -1.779010 -1.285834
C: -2.878320 1.112001 -1.593481
H: -3.826704 1.658665 -1.730625
H: -2.926788 0.213106 -2.218425
H: -2.074982 1.744126 -2.000347
C: 1.780442 0.503082 -2.570894
C: 0.678910 1.310946 -2.681961
C: -0.059829 1.510583 -3.963415
C: -0.962613 0.334129 -4.441010
C: -0.958692 -0.931547 -3.616467
C: 0.129562 -1.727252 -3.549013
C: 1.392083 -1.421513 -4.303290
C: 2.287069 -0.292417 -3.763039
H: 0.681310 1.729930 -4.749616
H: -0.657286 0.069408 -5.467981
H: -0.698628 2.402395 -3.843725
H: 2.496421 0.437822 -4.567145
H: 2.644003 0.624234 -1.849697
H: 0.257688 1.825791 -1.810148
H: 3.259485 -0.724133 -3.472260
H: 1.996164 -2.342309 -4.326126
H: 0.080882 -2.714598 -3.088808
H: 1.118782 -1.168995 -5.340972
H: -1.999978 0.701852 -4.496346
H: -1.921944 -1.242795 -3.198764
P: 1.989564 1.713139 1.044350
C: 1.343177 2.595660 2.515846
H: 2.040609 3.386346 2.820973
H: 1.235096 1.906945 3.355712
H: 0.373382 3.055488 2.307948
C: 3.726447 1.480248 1.565205
H: 4.138172 2.391717 2.011430
H: 4.349948 1.183042 0.717229
H: 3.731460 0.687855 2.317300
C: 2.111543 3.114307 -0.125182
H: 2.409521 2.734467 -1.103992
H: 2.816976 3.887113 0.203370
H: 1.117812 3.560140 -0.228809
P: 1.325132 -2.470389 0.240614
C: -0.124363 -3.304631 -0.448049
H: 0.136586 -4.263613 -0.902988
H: -0.567956 -2.647800 -1.203788
H: -0.858507 -3.455056 0.350958
C: 2.761739 -3.041436 -0.717828
H: 2.549788 -2.951360 -1.789424
H: 3.053397 -4.068699 -0.476945
H: 3.597220 -2.377548 -0.469086
C: 1.528677 -3.226477 1.872969
H: 1.907927 -4.254933 1.776465
H: 0.565926 -3.254787 2.399688
H: 2.221349 -2.621013 2.470624
B: 0.217213 -0.248785 5.472333
C: 0.938462 -0.394574 4.081168
N: 1.518650 -0.484807 3.063217
H: 0.872952 -0.843480 6.296204
H: -0.912544 -0.734992 5.419938
H: 0.150789 0.933959 5.802624

Atoms 1-2, force components in eV/Å:
Au -0.310 -1.124 1.700
C -0.350 -0.380 -0.548

Net charge = +1
DFT total energy = -51129.1250 eV
Energy above the lowest of the compared OMol25 structures with the same formula, charge and spin = 0.2 kcal per mole
Highest occupied orbital energy (alpha / beta) = -9.533 / -9.450 eV
Spin multiplicity = 3
M = 632.39 Da
LUMO energy (alpha / beta) = -3.361 / -6.825 eV